Record 1
C6H14O2 | ωB97M-V with the def2-TZVPD basis set

Each line ends with the Löwdin charge.
Cartesian coordinates (Å):
H  -0.513  -2.795  2.151  0.16
O  3.081  0.441  -0.546  -0.02
O  -0.158  -2.268  -2.542  -0.01
H  2.960  -0.240  0.074  -0.01
H  -0.780  -1.387  0.495  0.15
C  -1.952  2.431  -1.209  -0.06
C  0.332  -2.015  2.133  -0.01
C  -0.155  -0.954  1.281  -0.01
H  0.558  -1.682  3.242  0.16
H  -1.943  1.911  -2.288  0.12
H  0.011  1.769  -0.962  0.07
H  0.963  -2.624  1.754  0.03
H  0.211  -1.874  -3.314  0.03
H  3.929  0.104  -0.768  0.03
H  -2.921  2.071  -0.614  0.10
H  -2.142  1.254  1.307  0.21
C  -0.996  1.203  0.835  -0.11
H  0.569  0.616  2.408  0.16
H  -0.859  -2.685  -2.933  -0.01
C  -0.781  1.764  -0.338  -0.10
H  -1.759  3.487  -1.386  0.06
C  -0.060  0.353  1.554  0.05

Forces on the atoms, in the same order (eV/Å):
0.56 1.06 0.33
-0.46 0.83 -0.45
2.12 1.31 1.90
-1.37 -1.29 1.85
0.35 0.91 -0.52
-0.43 -3.44 0.69
-5.43 3.47 5.46
-0.28 -4.63 -0.57
-0.06 -0.76 -2.37
-0.03 1.01 2.48
3.51 -0.42 -0.93
5.20 -3.91 -2.84
1.08 0.83 -0.72
1.80 0.42 -1.38
1.66 1.59 -1.70
3.03 -0.05 -0.94
-2.12 0.53 1.12
-0.14 0.48 -0.23
-3.21 -2.10 -1.07
-4.70 1.28 -1.05
-0.45 0.04 0.39
-0.61 2.83 0.55

Results
Orbital gap (spin up / spin down) = 9.86 / 5.68 eV
E_HOMO (spin up / spin down) = -14.20 / -14.15 eV
<S²> = 0.753
2S+1 = 2
Maximum force = 0.164 Eh/bohr
Charge = +1



Record 2
C6H14O3Sr | ωB97M-V with the def2-TZVPD basis set

Each line ends with the Löwdin charge.
Cartesian coordinates (Å):
H  4.140  1.493  -0.162  0.12
H  3.943  0.074  -1.247  0.08
Sr  0.994  -0.382  -1.853  1.78
C  -1.935  0.436  -0.137  -0.33
C  0.344  1.716  0.722  -0.19
H  -0.238  1.534  1.635  0.05
H  2.390  1.962  1.332  0.12
H  -2.103  -3.561  -1.677  0.09
H  3.968  -0.167  0.531  0.11
O  2.248  0.669  -0.274  -0.49
H  -3.551  -3.135  -0.665  0.10
H  0.384  2.439  -0.107  0.06
O  -0.574  0.461  -0.301  -0.49
C  3.662  0.510  -0.281  -0.07
C  1.730  1.164  0.961  -0.25
H  -2.484  1.194  -0.740  0.13
H  -2.039  -3.777  0.106  0.10
O  -1.895  -1.859  -0.572  -0.16
C  -2.595  -0.841  -0.421  -0.25
H  -2.190  0.633  0.929  0.13
C  -2.460  -3.190  -0.714  0.00
H  0.247  3.211  1.584  0.10
H  1.703  0.344  1.695  0.14
H  -3.687  -0.926  -0.344  0.13

Forces on the atoms, in the same order (eV/Å):
-0.03 -0.34 -0.05
0.11 0.08 0.10
-1.94 0.02 0.54
-1.23 0.81 0.94
1.18 4.03 3.43
-0.94 -0.19 -1.65
-0.03 -0.39 -0.26
-0.30 -0.16 0.11
0.01 0.22 -0.24
0.68 -0.16 -0.41
0.21 -0.14 -0.05
-1.16 -0.60 0.39
1.05 -2.40 -2.87
0.36 0.08 0.33
-0.20 0.69 1.26
0.42 0.08 0.35
-0.28 -0.09 -0.17
4.13 -5.93 -0.83
-4.48 3.87 -0.22
0.30 0.49 -0.11
0.37 0.99 0.23
1.19 -1.17 -0.61
0.12 0.16 -0.24
0.45 0.07 0.05

Results
Orbital gap (spin up / spin down) = 3.61 / 4.36 eV
E_HOMO (spin up / spin down) = -8.50 / -9.28 eV
<S²> = 0.753
2S+1 = 2
Maximum force = 0.142 Eh/bohr
Charge = +1



Record 3
C6H14OS | ωB97M-V with the def2-TZVPD basis set

Each line ends with the Löwdin charge.
Cartesian coordinates (Å):
C  -1.881  0.026  1.896  -0.31
H  0.489  -3.839  0.077  0.10
H  -0.525  1.510  -1.100  0.08
H  -0.766  -3.416  -0.986  0.10
S  -1.736  -0.870  0.320  1.16
H  -2.436  0.956  1.704  0.06
C  1.500  2.169  -1.802  -0.24
H  2.457  2.249  -1.267  0.12
C  -0.678  -2.217  0.846  -0.50
C  -0.040  -2.936  -0.289  -0.17
H  1.649  2.297  0.957  0.07
H  1.266  3.101  -2.341  0.13
H  2.115  1.327  -3.441  0.10
H  -2.533  -0.536  2.590  0.08
H  -1.285  -2.897  1.476  0.12
C  0.653  2.058  0.574  0.01
C  0.461  1.858  -0.758  -0.17
O  1.491  1.051  -2.735  -0.09
H  0.164  -1.841  1.447  0.11
H  -0.904  0.189  2.397  0.07
H  -0.227  2.158  1.270  0.06
H  0.765  -2.397  -0.836  0.10

Forces on the atoms, in the same order (eV/Å):
-0.52 0.14 0.17
-0.24 0.53 0.31
0.33 0.54 -0.13
0.40 0.79 0.21
0.49 0.34 1.35
0.48 -0.18 -0.08
-0.33 -1.50 0.18
-0.01 0.14 -0.41
0.68 -0.13 0.42
0.57 -2.05 -1.70
-0.41 0.16 -0.04
0.00 -0.18 0.34
-0.60 -0.56 0.41
0.28 -0.20 -0.39
0.05 0.43 -0.20
-0.84 0.20 -0.93
-0.30 0.42 1.39
0.91 1.28 -0.11
-0.64 0.40 0.28
-0.55 -0.13 -0.65
1.17 -0.53 -0.71
-0.93 0.09 0.29

Results
Orbital gap (spin up / spin down) = 9.83 / 4.89 eV
E_HOMO (spin up / spin down) = -13.07 / -13.01 eV
<S²> = 0.753
2S+1 = 2
Maximum force = 0.053 Eh/bohr
Charge = +1



Record 4
C6H14P | ωB97M-V with the def2-TZVPD basis set

Each line ends with the Löwdin charge.
Cartesian coordinates (Å):
H  4.279  -0.821  -0.591  0.10
P  -1.100  0.154  -0.281  0.97
H  1.810  1.606  -0.787  0.09
H  -0.472  -2.064  0.919  0.08
H  -2.844  0.511  1.376  0.04
C  -1.927  0.999  1.175  -0.23
H  4.148  0.773  0.098  0.12
H  -2.311  0.123  -2.403  0.05
H  -1.221  1.042  2.006  0.05
C  -2.369  0.752  -1.495  -0.25
H  1.973  -1.134  0.920  0.09
C  1.675  0.587  -0.354  0.14
H  -0.905  -2.297  -0.826  0.05
H  -2.090  -1.968  0.367  0.02
H  -2.321  1.828  -1.718  0.06
C  2.303  -0.350  0.301  -0.23
C  3.791  -0.328  0.270  -0.09
H  -3.410  0.638  -1.201  0.06
C  -1.121  -1.686  0.057  -0.24
H  -2.157  1.998  0.910  0.03
H  4.268  -0.362  1.256  0.09

Forces on the atoms, in the same order (eV/Å):
-0.42 -0.46 0.93
0.71 0.84 1.30
-0.29 -1.33 0.24
-0.43 1.10 -1.22
-0.81 -0.76 0.48
2.38 -0.75 -0.33
-0.81 -1.49 -0.27
0.21 0.70 0.06
-0.42 -0.23 0.24
0.18 -1.08 -1.32
-1.36 -0.89 0.23
-1.80 0.29 0.26
0.21 0.41 0.05
-1.42 -0.14 0.28
0.75 -0.43 0.00
0.28 0.90 -0.67
2.35 4.03 -0.74
0.06 -0.43 0.85
1.00 0.00 0.27
-0.07 1.03 -0.51
-0.29 -1.30 -0.15

Results
Orbital gap = 8.36 eV
E_HOMO = -13.62 eV
Maximum force = 0.092 Eh/bohr
Charge = +1



Record 5
C6H14Si2 | ωB97M-V with the def2-TZVPD basis set

Each line ends with the Löwdin charge.
Cartesian coordinates (Å):
H  -1.999  0.877  -1.573  0.01
H  0.140  -2.251  -1.443  -0.01
H  -1.641  -0.589  2.351  -0.02
C  -0.590  -1.463  -1.410  -0.26
H  2.230  0.325  2.214  0.03
C  -1.775  1.003  -0.546  -0.22
C  3.504  -1.652  -0.120  0.00
C  1.813  2.286  -0.094  -0.27
H  -2.126  -1.934  1.464  0.01
H  -0.289  -0.909  -2.355  0.05
H  -1.481  -2.165  -1.636  0.06
H  4.217  -2.422  -0.191  0.01
C  -1.359  -1.300  1.718  -0.16
C  2.875  -0.648  -0.033  -0.33
H  -2.714  1.172  -0.053  0.01
H  -0.601  -1.796  2.113  -0.02
H  2.017  2.399  -1.205  0.06
H  2.761  2.684  0.255  0.02
H  1.032  2.907  0.059  -0.05
Si  1.501  0.511  0.516  0.54
H  -1.391  2.018  -0.405  0.02
Si  -0.686  -0.406  0.157  0.51

Forces on the atoms, in the same order (eV/Å):
-0.01 -0.28 -1.09
0.98 -0.30 0.66
-1.45 2.96 2.82
-0.46 -1.45 -1.44
-1.71 0.66 -2.34
0.34 0.87 1.65
1.39 -1.12 -0.31
2.78 -2.05 -2.29
-1.93 -1.46 -0.54
-0.83 -0.19 1.16
0.65 1.73 0.34
0.19 -0.53 -0.06
0.32 1.38 -4.73
-2.35 1.78 0.03
-0.80 -0.59 0.44
3.41 -2.46 1.87
-0.55 -0.81 0.87
-0.10 0.06 0.77
-2.44 2.14 0.98
2.26 -0.40 2.33
0.65 -0.12 -0.25
-0.33 0.20 -0.88

Results
Orbital gap = 10.00 eV
E_HOMO = -9.13 eV
Maximum force = 0.096 Eh/bohr



Record 6
C6H15B2F8InN2O5 | ωB97M-V with the def2-TZVPD basis set

Each line ends with the Löwdin charge.
Cartesian coordinates (Å):
H  -8.490  8.199  4.520  0.13
F  -2.353  15.427  10.162  0.18
B  -3.407  14.552  10.157  -1.41
F  -4.457  15.163  9.570  0.19
H  -6.691  10.230  2.230  0.09
C  -8.027  10.389  6.478  -0.13
C  -7.403  8.150  4.593  -0.19
F  1.441  7.127  8.139  0.14
H  -8.814  10.469  5.727  0.13
O  -10.725  5.484  14.159  0.22
C  -8.730  11.223  7.638  -0.15
O  -6.881  9.328  3.918  -0.20
F  0.446  9.169  8.519  0.18
C  -8.618  11.879  9.936  -0.08
N  -10.591  6.171  13.189  -0.66
H  -7.157  10.929  6.106  0.14
N  -7.764  9.030  6.948  0.06
H  -6.798  7.211  6.447  0.13
C  -7.237  9.333  2.522  -0.08
O  -9.564  6.681  12.908  0.20
F  -3.077  13.410  9.471  0.14
H  -9.715  10.817  7.870  0.12
H  -6.897  7.266  4.204  0.14
H  -6.721  8.531  1.994  0.09
H  -9.510  11.256  9.994  0.09
O  -11.492  6.286  12.391  0.21
C  -6.985  8.205  6.042  -0.18
H  -5.973  8.597  5.934  0.14
O  -7.901  11.361  8.834  -0.17
H  -8.614  8.518  7.136  0.14
In  -4.361  9.038  11.767  0.98
F  -0.807  7.303  8.225  0.12
B  0.398  7.825  8.696  -1.34
H  -8.915  12.886  9.643  0.10
H  -8.871  12.267  7.357  0.13
F  0.306  7.663  10.090  0.12
F  -3.634  14.211  11.482  0.11
H  -8.050  11.971  10.861  0.10
H  -8.275  9.491  2.229  0.09

Forces on the atoms, in the same order (eV/Å):
-0.16 -0.67 -0.38
1.37 1.05 -0.26
0.91 -0.27 0.77
-1.93 0.75 -0.70
-0.23 0.10 -0.51
-0.90 1.38 2.58
0.14 1.59 -0.57
0.49 -0.02 -0.07
-0.01 -0.46 -0.62
-0.27 -0.84 1.81
1.65 0.49 0.51
-1.36 -1.59 0.33
0.26 1.53 -0.79
-0.68 0.36 -1.27
-1.36 -1.39 -0.26
0.18 -0.52 0.19
0.00 0.08 -1.88
-0.64 -0.05 0.13
1.88 1.37 0.21
3.68 1.96 -0.48
0.24 -1.37 -0.86
-0.02 -0.37 0.19
-0.47 -0.24 -0.35
-0.47 -0.40 0.04
-0.24 0.13 0.80
-2.00 0.32 -1.15
1.70 0.28 0.69
0.22 0.44 0.38
0.49 -1.54 -0.83
-0.38 0.21 0.63
0.40 0.25 -0.23
-1.07 -0.31 -0.70
-0.28 -0.72 0.51
-0.33 0.34 0.31
-0.31 -0.02 -0.70
0.28 -0.50 1.19
-0.81 -0.44 1.13
0.26 -0.45 -0.35
-0.22 -0.47 0.55

Results
Orbital gap = 1.41 eV
E_HOMO = -10.17 eV
Maximum force = 0.082 Eh/bohr



Per-record E, eV: -10531.44260; -13413.52553; -19321.93534; -15727.42486; -22201.18428; -47943.56181
Per-record ΔE to the lowest compared entry with this formula, charge and spin, kJ/mol: 359.4; 455.2; 80.2; 435.4; 293.4; 494.3